Entry 1:
89
Properties=species:S:1:pos:R:3 method="wB97M-V/def2-TZVPD" lumo_energy_ev=0.49 fmax_ev_per_a=1.21 homo_energy_ev=-8.69
S -2.3333 -1.4881 1.5491
O 2.9417 2.6701 0.2841
O 5.7304 -1.9108 -0.9596
O 0.3607 -4.2362 3.1325
O -3.3906 -3.1826 -0.3716
O -0.6520 -0.0198 5.1083
N -4.6856 -2.6859 1.3431
N 2.9414 -0.7133 -1.1771
N -5.4056 -3.4846 0.4572
N 1.9737 0.7219 1.0451
C -0.7894 1.6283 6.8988
C -0.9925 1.9592 2.1445
C 0.3731 -1.1752 1.5417
C -0.7157 1.4664 1.0820
C 0.8313 1.8669 -0.6848
C -1.3282 1.2740 -4.4683
C 0.2155 1.1003 -4.4632
C 0.7732 0.6811 -3.0751
C -0.7337 -2.0340 0.8857
C 1.0285 -0.2328 0.5189
C 7.1462 -1.7736 -1.0472
C 1.6293 -4.7044 2.6805
C 2.1396 -5.8614 3.5181
C 7.5478 -0.6286 -1.9586
C -4.7558 1.9581 0.0865
C -2.3642 3.4838 -3.5526
C -5.2114 3.0390 -0.9096
C -4.6022 -3.7559 -0.5060
C -0.1608 0.3424 6.3952
C -3.5217 -2.5293 0.8150
C 2.0652 1.8488 0.2281
C -0.0473 0.7629 -0.0422
C -1.8295 2.7095 -4.7619
C 1.7175 -1.1740 -0.5456
C -3.4937 2.7848 -2.7892
C 1.0619 1.9282 -2.2177
C -4.0453 3.6788 -1.6660
H -4.3525 4.6283 -2.1098
H -0.4392 0.6946 4.4986
H 1.0890 -1.8868 1.9560
H -1.2656 2.5920 2.9562
H -0.4224 1.8819 7.8945
H 0.9302 0.4377 6.3610
H 1.4878 -5.0174 1.6462
H -2.5756 2.7036 -5.5585
H 1.9753 -2.0986 -0.0256
H 2.1172 2.1862 -2.3627
H 3.6863 -0.5702 -0.5072
H 1.4248 -6.6844 3.5021
H 2.3521 -3.8798 2.6889
H 0.4336 0.2764 -5.1439
H -0.8107 0.3300 -0.6839
H -5.6982 3.8239 -0.3220
H -4.2940 2.5435 -3.4941
H 0.7000 2.0153 -4.7976
H -1.8744 1.5288 6.9395
H 7.4990 -1.5941 -0.0326
H -0.0465 -0.6432 2.3963
H 8.6326 -0.5207 -1.9986
H 1.6842 0.1122 -3.2559
H 7.1822 -0.7976 -2.9742
H -0.7679 -1.9132 -0.1962
H -5.9673 2.6407 -1.5895
H -0.4054 -0.4859 7.0587
H -4.2456 2.4527 0.9129
H -2.7697 4.4369 -3.9060
H -1.5501 3.7387 -2.8664
H 2.8490 0.3844 1.4176
H 2.8218 0.1619 -1.6699
H 7.1158 0.3081 -1.6046
H 1.0106 -1.4552 -1.3240
H -0.9827 3.2710 -5.1698
H 0.4605 -3.9378 4.0421
H -3.2321 3.8586 -0.9557
H -4.8991 -4.3580 -1.3474
H -5.6226 1.4549 0.5151
H -0.5580 2.4589 6.2272
H -0.5862 -3.0919 1.0900
H 3.0992 -6.2222 3.1453
H 0.3575 2.8281 -0.4673
H -1.7473 0.6196 -5.2343
H 5.3831 -2.0767 -1.8417
H 7.5863 -2.7138 -1.3964
H 0.5102 2.7765 -2.6151
H -3.1451 1.8595 -2.3247
H 2.2687 -5.5559 4.5590
H 0.0328 0.0159 -2.6358
H -1.7587 0.9306 -3.5270
H -4.0917 1.2381 -0.3872

***

Entry 2:
8
Properties=species:S:1:pos:R:3 method="wB97M-V/def2-TZVPD" lumo_energy_ev=0.49 fmax_ev_per_a=3.44 homo_energy_ev=-9.29 de_lowest_kj_mol=106.44
I 0.5045 -0.7427 -2.3020
O -0.6148 0.2014 0.4090
N 0.1635 1.3590 0.5169
C -0.0652 -1.1375 -0.3139
H -0.8834 -1.8524 -0.4099
H 0.3301 1.4989 1.5071
H -0.2230 2.2212 0.2506
H 0.7883 -1.5478 0.3422

***

Entry 3:
23
Properties=species:S:1:pos:R:3 method="wB97M-V/def2-TZVPD" lumo_energy_ev=-3.45 fmax_ev_per_a=3.74 homo_energy_ev=-15.05 charge=+1 de_lowest_kj_mol=57.86
N 0.5532 1.4736 -0.7176
C 1.5601 -1.6023 0.5965
C -0.2355 1.1463 0.5270
C -0.6816 -0.2816 0.6344
C -1.3639 2.1394 0.6452
C -0.0514 -1.5473 -1.4597
C 0.1233 -1.4860 0.0799
H -1.0340 3.1620 0.8214
H -2.1800 2.1623 -0.0695
H 0.4079 1.3542 1.3990
H -0.9334 -0.5924 1.7008
H -1.1025 -1.6144 -1.7899
H -0.3763 -2.4148 0.4323
H 1.0227 2.3787 -0.5990
H -1.9906 1.8963 1.5309
H 1.3132 0.7999 -0.8326
H 0.4277 -2.4402 -1.8394
H -1.7469 -0.4470 0.3503
H 2.2884 -0.9250 0.1247
H 1.6201 -1.4180 1.6733
H 0.4082 -0.6996 -1.9640
H 2.0020 -2.5517 0.3047
H -0.0305 1.5075 -1.5487

***

Entry 4:
60
Properties=species:S:1:pos:R:3 method="wB97M-V/def2-TZVPD" lumo_energy_ev="-4.97 / -7.19" spin_multiplicity=4 fmax_ev_per_a=6.09 homo_energy_ev="-11.65 / -11.50" charge=+1 de_lowest_kj_mol=0.00
Tc 1.2985 0.5384 0.6080
Cl -1.1833 3.3671 -5.2667
S 3.6080 0.8969 2.9956
S 4.5941 -0.2397 0.5121
F 4.3953 -2.9272 0.7527
F 5.3697 2.6362 3.7724
F 4.6185 2.9548 1.8005
F 6.0709 -2.2751 -0.4318
F 3.3621 3.4539 3.4296
F 6.2757 -2.1268 1.7524
O 3.1915 -0.4882 0.0149
O 1.4370 2.0421 -0.2071
O -0.4843 1.2121 1.3218
O -0.8584 1.9092 -5.5113
O 5.3972 0.6710 -0.2555
O 2.2146 1.0601 2.4184
O -1.3064 3.5387 -3.7133
O -2.5302 3.7699 -5.7673
O 3.7281 0.3813 4.3631
N -1.0970 -0.6145 -2.7087
N 0.3167 -0.1850 -1.0628
N 0.8790 -1.2390 1.6339
N 4.6700 0.0751 2.1116
N -7.1371 0.5128 -5.3182
N 0.8168 -2.0531 3.6820
C -6.1057 0.0448 -5.0805
C -1.7624 -0.6161 4.1804
C -0.8605 -0.3288 3.1722
C 0.2376 -1.5570 -1.2787
C -3.0856 1.3296 3.7571
C -2.2847 -0.3889 -3.4749
C -2.3563 1.5679 2.6415
C 4.2719 2.5791 3.0189
C -4.7156 -0.0987 -4.7233
C -2.8383 0.1680 4.4795
C -2.6380 -1.2671 -4.5353
C -1.2109 0.7771 2.3341
C -3.0689 0.7552 -3.2165
C -4.3426 0.8587 -3.7958
C -0.6634 -1.8445 -2.2126
C -0.4291 0.3748 -1.9606
C 0.3093 -1.0775 2.8862
C 1.7207 -2.8746 2.9594
C 5.4139 -1.9963 0.6751
C 1.8045 -2.2964 1.7530
C -3.8522 -1.1274 -5.1334
H -2.7226 1.5860 -2.5921
H -1.9267 -1.9506 -5.0033
H 0.7511 -2.2254 -0.6362
H -5.1405 1.6153 -3.5264
H -1.5412 -1.5071 4.6982
H -0.9969 -2.7561 -2.7112
H -3.8857 1.9408 4.1803
H 2.3580 -2.6265 0.8445
H -4.2089 -1.8253 -5.9041
H -0.6850 1.4470 -1.9494
H 0.6965 -2.0956 4.6904
H -3.5218 -0.0507 5.2845
H 2.2765 -3.7419 3.3310
H -2.6433 2.3375 1.9217